Density functional theory data (wB97M-V/def2-TZVPD) for C20H60O20 as an isolated structure.

XYZ file:
```
100
Properties=species:S:1:pos:R:3:forces:R:3:lowdin_charge:R:1
C 4.41576 -2.54084 4.59399 0.6 0.7 1.5 -0.249
C 5.68278 -1.67582 4.43790 -1.4 0.0 -0.3 -0.241
O 5.57038 -0.46007 5.15515 0.0 0.0 -0.2 -0.057
O 3.26771 -1.85609 4.09259 0.5 -0.4 -0.7 -0.074
H 4.24828 -2.61564 5.67444 0.2 -0.4 0.1 0.118
H 4.57525 -3.54000 4.18275 -0.1 0.0 -0.3 0.108
H 5.76666 -1.48403 3.36341 0.5 0.0 0.0 0.111
H 6.54877 -2.18589 4.85070 0.0 -0.2 -0.2 0.122
H 4.90925 0.07769 4.70559 0.0 0.0 0.1 0.087
H 2.57370 -2.52168 4.06132 -0.3 0.3 0.0 0.085
C -5.01844 0.57879 1.72836 0.1 0.0 1.3 -0.243
C -5.27850 -0.57000 2.68736 -0.9 -0.8 -0.8 -0.231
O -6.40392 -1.34587 2.22495 0.0 0.1 0.2 -0.086
O -6.14681 1.45937 1.67015 0.1 -0.5 -0.3 -0.061
H -4.78831 0.07303 0.78922 -0.1 0.4 -0.3 0.111
H -4.17977 1.15273 2.12578 0.3 -0.1 -0.4 0.097
H -5.43343 -0.32939 3.73792 0.3 0.4 0.0 0.114
H -4.46111 -1.28355 2.57523 0.3 0.3 0.4 0.117
H -7.20789 -0.89645 2.50125 0.0 0.1 -0.1 0.076
H -6.10507 1.89188 0.81293 -0.1 0.1 0.1 0.079
C -0.89978 3.68928 0.43014 -0.3 -0.3 0.0 -0.236
C 0.25870 3.33833 -0.49219 0.2 0.7 0.1 -0.220
O 1.37820 2.75057 0.15326 0.5 -0.3 0.3 -0.077
O -1.68462 2.58953 0.86454 0.2 0.1 0.0 -0.083
H -1.52463 4.45886 -0.03781 -0.2 -0.2 -0.4 0.108
H -0.52858 4.22350 1.31087 0.3 -0.3 0.2 0.120
H 0.53766 4.30330 -0.93370 0.2 -0.2 -0.3 0.123
H 0.04651 2.60357 -1.26972 -0.6 0.3 -0.1 0.121
H 1.84310 3.38200 0.71057 -0.2 0.1 0.0 0.103
H -1.63224 1.87275 0.20717 -0.1 0.3 -0.1 0.039
C 0.32746 -0.21439 0.79410 -0.5 1.6 0.5 -0.239
C -1.01862 -0.50156 0.17516 -0.9 -2.4 -1.2 -0.209
O -1.38820 0.39513 -0.87643 0.4 0.5 0.3 -0.082
O 0.70820 -1.21048 1.72517 0.1 -0.2 -0.1 -0.044
H 0.21475 0.75144 1.30148 0.3 -0.1 0.2 0.105
H 1.11474 -0.07149 0.05535 -0.6 -0.2 -0.2 0.086
H -1.88757 -0.62386 0.83241 0.4 0.8 0.8 0.118
H -1.01018 -1.52076 -0.23579 0.5 0.1 -0.2 0.124
H -1.63370 -0.09906 -1.66198 0.0 -0.1 0.0 0.085
H 1.53039 -1.54793 1.35855 0.0 -0.2 0.1 0.048
C -4.81197 -1.97711 -3.56815 0.3 0.5 0.5 -0.212
C -5.43805 -1.28741 -4.75295 -1.4 2.5 -0.4 -0.185
O -6.06103 -0.04683 -4.26555 0.5 -0.1 0.8 -0.115
O -4.03924 -1.12513 -2.71872 0.2 0.2 -0.4 -0.073
H -4.07435 -2.68131 -3.95068 -0.5 -0.6 0.2 0.127
H -5.60611 -2.36908 -2.93127 0.1 -0.7 -0.4 0.129
H -6.29452 -1.78654 -5.20665 0.6 -0.9 -0.1 0.121
H -4.75337 -0.92456 -5.52311 0.4 -0.8 0.0 0.117
H -6.56871 0.40901 -4.94154 0.0 -0.3 -0.2 0.091
H -4.62401 -0.70997 -2.07805 -0.1 0.1 -0.1 0.082
C 5.20972 1.07402 -2.21104 0.5 -0.9 -0.9 -0.247
C 3.72044 1.32778 -2.10845 -0.2 0.1 0.1 -0.201
O 3.25516 0.64092 -0.94860 0.2 0.1 0.4 -0.093
O 6.08287 1.98794 -1.58234 -0.4 0.6 0.2 -0.055
H 5.50610 0.93795 -3.26100 -0.2 0.2 0.0 0.126
H 5.43627 0.11680 -1.73784 -0.2 0.0 -0.1 0.103
H 3.13769 0.96782 -2.96225 0.5 -0.3 -0.2 0.122
H 3.52323 2.40683 -2.10006 0.0 0.0 0.5 0.123
H 2.52717 1.10342 -0.51775 -0.1 0.5 -0.1 0.050
H 5.97664 2.84299 -2.01443 0.1 0.0 0.1 0.084
C -2.75780 3.39236 -3.31043 0.0 -0.2 -0.3 -0.228
C -3.66455 2.17017 -3.32685 0.0 -1.2 -0.6 -0.219
O -3.85138 1.81389 -4.69877 0.1 0.9 -0.8 -0.090
O -1.66514 3.24239 -4.21098 -0.6 -0.6 -0.1 -0.075
H -2.35093 3.50516 -2.30343 -0.2 0.4 -0.1 0.105
H -3.32494 4.25605 -3.68190 -0.1 0.1 0.7 0.121
H -4.63238 2.34052 -2.84907 0.1 0.3 0.1 0.121
H -3.22166 1.26223 -2.90781 0.3 0.5 0.7 0.094
H -4.42452 1.05048 -4.80990 -0.1 0.0 0.6 0.037
H -2.12892 2.81650 -4.95782 0.7 0.1 0.0 0.075
C 3.13326 -3.05491 -2.60978 1.4 0.2 -0.8 -0.234
C 1.82616 -2.27938 -2.73329 1.8 0.0 0.5 -0.210
O 1.64186 -1.50914 -1.55780 -0.8 -0.3 0.1 -0.098
O 4.27122 -2.20851 -2.76568 -2.6 1.0 -4.0 -0.086
H 3.16061 -3.83421 -3.38319 -0.1 0.0 -0.2 0.113
H 3.27484 -3.57122 -1.65740 -0.9 0.1 -0.2 0.082
H 1.10062 -3.06259 -2.95186 -0.8 0.6 0.5 0.116
H 1.89589 -1.54458 -3.54031 0.0 -0.5 -0.5 0.118
H 2.44620 -0.96726 -1.44290 -0.2 -0.1 -0.2 0.046
H 4.89807 -2.34971 -2.05237 -0.3 -0.5 -0.8 -0.112
C 3.95710 -3.34058 1.01587 -0.9 -0.6 0.9 -0.230
C 5.03816 -3.59211 0.02068 0.3 0.2 0.2 -0.169
O 5.26670 -2.49870 -0.87093 1.9 -0.6 4.4 -0.015
O 2.65672 -3.38580 0.42740 0.2 0.1 0.1 -0.065
H 4.04416 -2.41036 1.59067 0.4 0.0 -0.1 0.116
H 3.99460 -4.19527 1.70759 0.4 0.3 0.2 0.128
H 4.73559 -4.48617 -0.52801 0.3 0.2 -0.3 0.139
H 5.97594 -3.78097 0.55011 -0.1 -0.2 0.1 0.131
H 4.94825 -1.68922 -0.45849 0.0 0.2 0.1 0.119
H 2.03701 -3.41498 1.16304 -0.2 -0.1 -0.2 0.083
C -1.95511 1.17114 4.88692 0.5 2.1 0.5 -0.196
C -0.99257 2.20517 4.25743 0.7 -1.0 -0.8 -0.252
O -1.08154 3.51805 4.77537 -0.2 -0.1 0.5 -0.062
O -3.23870 1.56261 4.38319 -0.3 -0.7 0.0 -0.080
H -1.98290 1.32704 5.97108 0.3 0.0 0.0 0.115
H -1.66424 0.12905 4.75505 -0.3 0.0 -0.7 0.114
H -1.17846 2.24384 3.18021 -0.4 -0.2 0.0 0.091
H 0.05882 1.90549 4.29773 0.0 0.0 0.6 0.118
H -1.93275 3.88330 4.51253 0.0 -0.1 -0.1 0.082
H -3.70409 1.97582 5.11237 -0.2 -0.1 0.0 0.086
```
Forces are in eV/Å.

**Molar mass**: 620.68 g mol⁻¹
**DFT total energy**: -2302.54935 Eh
**LUMO level**: 0.331 eV
**Net charge**: 0
**Energy relative to the best compared isomer or geometry (same formula, charge and spin)**: 87.3 kcal/mol
**Gap between HOMO and LUMO**: 9.182 eV